Record 1
Density functional theory data (wB97M-V/def2-TZVPD) for C40H74MgO26S7 as an isolated structure.

Calculated values
Net charge: 0

Atoms and positions in Å:
1 H -17.679 17.736 -3.874
2 O -10.794 11.657 -2.015
3 H -12.155 15.964 0.773
4 O -14.755 22.528 -1.560
5 S -11.874 15.447 -10.933
6 H -13.857 14.685 -11.975
7 Mg -11.421 16.040 -7.734
8 H -13.226 19.156 -1.557
9 H -12.724 12.293 -4.109
10 C -15.521 22.003 -0.625
11 H -16.031 11.035 -6.661
12 H -18.334 19.815 -2.293
13 O -15.993 13.498 3.667
14 O -15.706 14.296 1.592
15 H -16.427 14.806 -5.032
16 O -15.854 19.912 -2.923
17 C -12.390 15.642 1.787
18 C -13.718 15.812 -3.199
19 C -13.880 15.597 2.052
20 C -10.200 12.642 -2.748
21 O -18.145 15.016 -8.226
22 H -15.576 14.084 -8.980
23 H -10.265 12.021 -6.545
24 C -15.582 14.642 -8.041
25 H -16.686 15.456 -1.870
26 H -12.620 17.690 -10.633
27 H -10.960 16.495 -0.938
28 C -16.627 17.874 -3.634
29 H -17.986 15.617 -5.436
30 S -13.185 18.797 -8.094
31 C -14.122 14.250 -5.152
32 C -13.130 14.932 -5.944
33 C -18.144 13.181 -3.020
34 H -14.819 10.609 -3.304
35 H -14.861 17.812 -6.678
36 C -12.975 10.635 -2.065
37 H -17.547 19.587 -0.758
38 O -14.125 16.240 -2.096
39 C -7.404 18.227 -2.584
40 H -16.153 16.913 -3.437
41 H -10.110 17.815 -3.725
42 H -11.966 14.642 1.904
43 O -11.378 15.390 -9.511
44 O -8.508 18.864 -3.061
45 H -13.434 18.898 0.213
46 H -14.570 13.385 -5.621
47 C -12.050 17.209 -11.423
48 H -12.567 17.226 -12.378
49 O -18.149 10.012 -4.426
50 H -15.052 11.475 -5.301
51 H -11.928 19.507 -0.416
52 O -16.637 22.280 -0.306
53 H -11.871 16.346 2.436
54 H -9.689 17.279 -0.016
55 C -7.533 16.979 -8.524
56 H -16.548 16.238 -6.104
57 C -13.650 14.992 -10.948
58 H -11.194 12.018 -8.063
59 H -10.375 18.697 -2.146
60 C -8.440 18.332 -6.400
61 C -13.011 19.538 -0.561
62 H -12.770 20.368 -6.266
63 C -11.687 10.882 -2.842
64 O -6.305 18.651 -2.769
65 H -15.105 15.920 0.320
66 C -15.416 14.185 2.876
67 C -12.269 15.988 -5.167
68 C -12.671 16.420 -3.890
69 H -7.406 16.283 -7.697
70 H -8.402 17.359 -5.910
71 C -16.483 18.743 -2.382
72 H -7.497 18.839 -6.200
73 O -14.861 20.967 -0.039
74 S -18.808 14.660 -2.160
75 C -15.414 19.708 -4.150
76 H -14.180 16.639 2.216
77 C -12.465 19.360 -6.545
78 H -14.799 14.230 -7.400
79 H -16.882 14.065 -0.679
80 H -17.539 15.729 -0.426
81 O -14.275 14.843 3.189
82 H -9.584 11.178 -7.959
83 O -15.112 13.780 -3.185
84 H -17.940 12.354 -2.338
85 H -13.913 14.148 -10.317
86 C -16.075 11.246 -5.592
87 C -11.780 11.740 -4.063
88 H -15.779 18.247 -1.708
89 H -14.222 15.886 -10.708
90 H -12.685 22.406 -1.771
91 O -14.606 20.403 -4.716
92 O -10.600 12.498 -4.021
93 C -17.777 19.085 -1.700
94 S -16.681 9.792 -4.677
95 H -13.462 11.562 -1.758
96 H -7.794 16.407 -9.413
97 O -15.941 18.585 -4.666
98 C -13.489 20.970 -0.369
99 H -14.127 14.450 0.225
100 C -17.014 15.293 -5.809
101 H -11.022 17.562 -11.426
102 C -13.563 21.761 -1.694
103 O -10.076 17.191 -8.182
104 H -13.687 10.119 -2.711
105 C -14.341 14.567 -3.814
106 C -9.886 16.505 -0.765
107 H -13.565 21.185 -2.618
108 H -12.733 10.068 -1.168
109 C -15.780 10.132 -3.114
110 O -7.774 17.170 -1.877
111 H -18.418 18.218 -1.553
112 H -9.248 18.900 -5.939
113 O -11.331 16.514 -5.801
114 H -6.593 17.514 -8.664
115 O -10.026 14.709 -7.351
116 H -15.552 9.197 -2.604
117 H -7.594 12.128 -7.274
118 O -12.621 17.405 -8.238
119 C -17.320 14.938 -1.147
120 S -17.189 14.301 -7.316
121 O -12.952 14.860 -7.166
122 H -12.625 18.710 -5.687
123 H -9.492 15.568 -0.376
124 O -9.398 13.427 -2.365
125 C -7.774 13.198 -7.210
126 H -15.409 15.684 -8.288
127 C -9.149 16.853 -2.041
128 H -7.979 13.443 -6.165
129 H -15.194 19.517 -7.068
130 O -18.779 15.799 -3.141
131 H -11.819 11.155 -4.987
132 C -14.738 15.068 0.884
133 H -12.193 17.319 -3.530
134 S -9.331 13.580 -8.082
135 H -15.521 18.266 -8.297
136 S -8.896 18.143 -8.168
137 H -11.153 9.932 -2.958
138 C -9.700 18.105 -2.759
139 H -16.435 10.770 -2.525
140 H -6.942 13.792 -7.574
141 H -17.181 13.384 -3.491
142 C -10.196 12.016 -7.635
143 H -18.902 12.835 -3.720
144 H -12.882 21.512 0.359
145 H -11.390 19.424 -6.725
146 C -14.875 18.556 -7.472
147 H -9.157 16.014 -2.741
148 H -16.803 12.039 -5.437

***

Record 2
Density functional theory data (wB97M-V/def2-TZVPD) for a 11-piece molecular cluster, C40H76FN2O11S overall.

Calculated values
Net charge: +1

Atoms and positions in Å:
1 S 2.187 -2.832 -2.631
2 C 6.819 5.084 -2.235
3 C 5.443 -3.991 -5.602
4 C 1.994 -5.454 7.318
5 H -4.942 -2.138 1.546
6 H -6.097 4.519 -0.295
7 C -3.936 -0.258 1.507
8 C 8.262 6.215 2.323
9 C 7.158 5.780 3.248
10 H -1.417 -6.208 0.327
11 C 3.221 2.770 -2.976
12 H 3.015 -2.389 -7.526
13 C -6.583 4.222 -1.227
14 H 7.665 4.581 -0.337
15 H -1.039 -3.566 0.269
16 H -10.863 4.182 -2.717
17 H 4.231 10.957 1.139
18 C -5.194 -1.077 1.613
19 H 6.816 4.783 2.961
20 H -3.652 -7.502 1.364
21 H -0.278 -0.792 -0.714
22 C 7.971 5.798 -2.890
23 C 2.334 -3.923 -1.113
24 H -7.037 2.216 -3.194
25 H -7.003 -8.546 0.393
26 H 4.095 -0.520 -2.233
27 H -1.152 -4.811 5.960
28 H 9.311 7.613 3.556
29 H -7.815 -5.363 2.344
30 C 4.541 -2.907 -6.128
31 H 8.101 8.344 2.455
32 H 6.062 -3.589 -4.798
33 C -7.697 2.181 -2.325
34 H 7.526 5.742 4.275
35 H 2.653 3.485 -2.377
36 C 3.603 -3.267 -7.250
37 O 5.334 8.896 3.143
38 H -7.254 -9.132 2.067
39 H -5.678 -0.892 2.574
40 H -0.585 -4.184 2.189
41 H -0.687 -6.681 3.428
42 O 5.667 5.308 -2.564
43 H -11.683 5.747 -2.888
44 H 4.215 3.183 -3.162
45 H 6.097 -4.351 -6.400
46 F -0.793 -3.197 -1.749
47 H 8.527 6.370 -2.144
48 H 2.992 -6.091 1.954
49 O -2.044 -8.721 0.672
50 C -6.633 -8.510 1.419
51 H -10.359 7.642 -4.257
52 O 2.842 1.332 -1.120
53 H 4.555 11.254 2.859
54 C 7.146 4.085 -1.160
55 H 7.766 3.285 -1.571
56 H -3.091 1.699 1.488
57 C -0.403 -4.716 6.749
58 H 3.605 0.082 -3.828
59 H -8.643 -6.905 2.639
60 H -10.223 6.535 -5.659
61 H 2.695 2.608 -3.919
62 C 4.092 0.352 -2.889
63 H -7.457 4.855 -1.384
64 H 1.999 -3.620 -3.758
65 C -0.409 -6.417 2.343
66 C 1.336 -4.796 1.082
67 C -1.739 -6.359 1.417
68 O 0.908 -6.061 5.290
69 O -8.680 5.232 -3.335
70 H -2.145 -8.413 -0.251
71 C 4.020 10.613 2.154
72 C -2.555 -7.728 1.598
73 C 2.724 -5.443 1.042
74 H 4.292 7.172 1.661
75 C 8.867 7.572 2.559
76 C 3.862 8.149 1.431
77 C -11.047 5.018 -3.395
78 O -2.845 -0.787 1.369
79 O -5.609 -6.536 2.264
80 H 6.317 6.474 3.172
81 N 3.545 -4.608 -1.030
82 C -0.256 -3.089 -0.429
83 C -9.780 6.833 -4.706
84 H -8.621 2.726 -2.531
85 N 3.725 -5.361 0.048
86 H -2.328 -5.420 1.710
87 H -5.873 4.347 -2.047
88 C -9.736 5.654 -3.771
89 H 7.588 6.488 -3.645
90 C 1.094 -3.891 -0.193
91 H 2.922 -4.057 -6.926
92 C 4.486 9.191 2.321
93 H -2.455 -8.046 2.695
94 C -7.005 2.781 -1.131
95 O 8.650 5.496 1.419
96 H 2.785 8.107 1.607
97 H -4.706 1.589 0.758
98 H 2.950 10.680 2.362
99 H 0.823 -4.699 3.228
100 H -5.612 -8.897 1.437
101 C -0.079 -1.571 0.089
102 H 0.993 -1.496 0.512
103 H 8.628 5.075 -3.378
104 H 1.692 -5.906 8.265
105 C -4.077 1.237 1.578
106 C 0.264 -4.953 2.251
107 H 4.065 8.383 0.384
108 H -7.944 1.138 -2.115
109 H -0.171 -3.658 6.886
110 C -7.963 -6.377 1.967
111 H -8.764 7.188 -4.889
112 H 2.820 -6.034 6.901
113 H -0.812 -5.135 7.671
114 H 4.624 -5.865 0.167
115 H -5.871 -0.825 0.795
116 H -8.392 -6.318 0.964
117 H 6.220 3.648 -0.777
118 O 4.568 -1.781 -5.663
119 H 5.125 0.656 -3.072
120 H 4.175 -3.594 -8.121
121 H 9.650 7.753 1.819
122 H 2.333 -4.429 7.479
123 O -6.796 2.125 -0.125
124 H 0.356 -7.181 1.979
125 C 3.338 1.472 -2.224
126 H -4.512 1.524 2.538
127 C -6.638 -7.089 1.917
128 H -0.762 -1.431 1.004
129 C 0.840 -5.466 6.353
130 H -11.547 4.639 -4.290
131 H 4.844 -4.814 -5.205

***

no.,LUMO level (eV),orbital gap (eV)
1,-0.517,7.32
2,-4.378,6.11